1.
{"formula": "C36H47ClF14N4O6PS3", "method": "wB97M-V/def2-TZVPD", "homo_lumo_gap_ev": 7.52, "e_homo_ev": -10.72, "lumo_energy_ev": -3.2, "total_charge": 1, "max_force_ev_per_a": 2.380, "symbols": ["C", "C", "C", "C", "C", "N", "C", "C", "C", "C", "C", "C", "O", "C", "C", "C", "C", "C", "C", "C", "F", "F", "C", "F", "F", "S", "F", "F", "F", "F", "F", "C", "C", "C", "S", "C", "S", "N", "C", "C", "N", "C", "N", "P", "O", "Cl", "C", "F", "F", "C", "F", "F", "F", "H", "H", "H", "H", "H", "H", "H", "H", "H", "H", "H", "H", "H", "H", "H", "H", "H", "H", "H", "H", "H", "H", "H", "H", "H", "H", "H", "H", "H", "H", "H", "O", "C", "O", "C", "C", "C", "H", "H", "H", "H", "H", "H", "H", "H", "O", "C", "O", "C", "C", "C", "H", "H", "H", "H", "H", "H", "H", "H"], "xyz": [[3.954, -0.120, -6.739], [3.335, 0.421, -5.885], [2.515, 1.003, -4.836], [1.813, -0.052, -3.939], [2.661, -0.361, -2.659], [4.013, -0.699, -3.050], [2.805, 0.677, -1.566], [2.809, 2.044, -1.690], [3.001, 2.861, -0.592], [3.162, 2.387, 0.693], [3.120, 0.991, 0.833], [2.966, 0.185, -0.274], [2.174, -1.622, -2.224], [0.795, -1.682, -1.967], [-0.195, -1.261, -3.124], [-1.517, -1.226, -2.331], [-2.895, -0.981, -2.980], [-3.935, -0.414, -2.013], [-4.187, -1.352, -0.818], [-3.821, -0.722, 0.514], [-2.714, 0.047, 0.451], [-4.843, 0.129, 0.820], [-3.776, -1.723, 1.709], [-4.083, -1.097, 2.844], [-4.744, -2.626, 1.497], [-2.126, -2.614, 1.969], [-2.477, -2.867, 3.485], [-2.775, -4.017, 1.622], [-1.752, -2.430, 0.431], [-1.445, -1.255, 2.351], [-0.746, -3.339, 2.165], [-0.201, -2.501, -4.046], [-1.361, -2.843, -5.026], [-2.192, -4.085, -4.626], [-2.287, -5.313, -5.979], [-0.869, -6.315, -5.651], [0.628, -5.749, -5.483], [-1.119, -7.711, -5.552], [-1.069, -8.490, -4.423], [-1.388, -9.738, -4.887], [-1.604, -9.734, -6.221], [-1.445, -8.492, -6.619], [0.300, 0.061, -3.743], [-0.579, 0.128, -5.552], [-0.308, 1.570, -6.157], [0.650, -0.952, -6.798], [-0.195, 1.306, -3.109], [0.479, 2.339, -3.629], [-1.453, 1.485, -3.603], [-0.364, 1.645, -1.554], [-1.680, 1.651, -1.293], [0.209, 0.850, -0.667], [0.056, 2.885, -1.354], [4.728, -0.444, -7.388], [1.905, 1.774, -5.296], [3.233, 1.547, -4.233], [1.989, -0.980, -4.467], [4.038, -1.305, -3.861], [4.594, 0.118, -3.160], [2.661, 2.511, -2.654], [3.026, 3.931, -0.734], [3.299, 3.062, 1.512], [3.199, 0.520, 1.791], [2.951, -0.882, -0.113], [0.566, -1.153, -1.040], [0.599, -2.712, -1.702], [-1.564, -2.236, -1.933], [-1.465, -0.649, -1.414], [-2.889, -0.445, -3.923], [-3.314, -1.949, -3.257], [-3.738, 0.617, -1.737], [-4.858, -0.393, -2.587], [-3.691, -2.307, -0.965], [-5.244, -1.574, -0.754], [-0.197, -3.368, -3.399], [0.726, -2.647, -4.595], [-0.921, -3.095, -5.982], [-2.050, -2.037, -5.250], [-3.233, -3.849, -4.440], [-1.783, -4.624, -3.775], [-0.842, -8.142, -3.438], [-1.459, -10.603, -4.254], [-1.545, -8.151, -7.630], [0.497, 1.659, -6.691], [2.577, 1.841, 3.368], [2.233, 2.475, 4.337], [2.705, 3.716, 4.485], [2.212, 4.623, 5.487], [2.932, 4.435, 6.803], [1.364, 1.877, 5.415], [1.133, 4.542, 5.591], [2.416, 5.621, 5.101], [2.761, 3.441, 7.215], [2.593, 5.170, 7.531], [4.008, 4.546, 6.661], [2.001, 1.350, 6.125], [0.690, 1.162, 4.949], [0.753, 2.601, 5.947], [0.032, 4.147, 7.718], [-0.303, 4.789, 8.678], [0.165, 6.040, 8.807], [-0.310, 6.961, 9.798], [0.425, 6.802, 11.112], [-1.153, 4.195, 9.774], [-1.391, 6.881, 9.913], [-0.113, 7.949, 9.384], [0.258, 5.817, 11.549], [0.093, 7.555, 11.826], [1.498, 6.911, 10.959], [-0.505, 3.682, 10.483], [-1.828, 3.471, 9.325], [-1.766, 4.921, 10.303]]}

2.
{"formula": "C11H16N3", "method": "wB97M-V/def2-TZVPD", "de_lowest_kj_mol": 819.2, "homo_lumo_gap_ev": [7.96, 4.85], "e_homo_ev": [-12.12, -10.74], "lumo_energy_ev": [-4.2, -5.9], "total_charge": 1, "max_force_ev_per_a": 6.512, "symbols": ["C", "C", "C", "C", "C", "C", "C", "C", "C", "C", "C", "N", "N", "N", "H", "H", "H", "H", "H", "H", "H", "H", "H", "H", "H", "H", "H", "H", "H", "H"], "xyz": [[1.623, -1.948, 0.400], [0.378, -2.401, 0.283], [1.902, 0.661, 0.584], [2.199, -0.579, 0.250], [-1.123, -0.454, -0.212], [3.478, 1.765, -0.555], [4.102, 0.358, -0.948], [-3.576, -0.362, 0.652], [-2.836, 0.882, -1.361], [-1.660, 1.428, 0.935], [-2.323, 0.329, 0.004], [2.487, 1.742, 0.251], [-0.840, -1.621, 0.283], [3.517, -0.593, -0.085], [2.289, -2.738, 0.618], [0.131, -3.380, 0.044], [3.887, 2.721, -0.905], [3.875, 0.187, -1.984], [5.217, 0.332, -0.869], [-3.516, -0.832, 1.648], [-4.248, 0.543, 0.969], [-3.984, -1.098, -0.107], [-3.334, 0.074, -1.885], [-3.632, 1.653, -1.174], [-2.002, 1.301, -1.891], [-2.230, 2.432, 0.804], [-1.868, 1.235, 1.933], [-0.570, 1.427, 0.899], [-1.614, -2.139, 0.729], [4.269, -0.926, 0.692]]}

3.
{"formula": "C25H40BrF9N2O3PSi", "method": "wB97M-V/def2-TZVPD", "homo_lumo_gap_ev": 7.97, "e_homo_ev": -10.99, "lumo_energy_ev": -3.0, "total_charge": 1, "max_force_ev_per_a": 4.683, "symbols": ["C", "Si", "C", "C", "C", "C", "C", "C", "C", "C", "C", "N", "P", "N", "O", "C", "F", "C", "O", "C", "C", "Br", "C", "C", "C", "C", "C", "C", "H", "H", "H", "H", "H", "H", "H", "H", "H", "H", "H", "H", "H", "H", "H", "H", "H", "H", "H", "H", "H", "H", "H", "H", "H", "H", "H", "H", "H", "H", "H", "H", "H", "H", "H", "H", "C", "C", "C", "F", "F", "F", "F", "O", "C", "C", "F", "F", "F", "F", "H", "H", "H", "H"], "xyz": [[-0.825, 1.010, 4.530], [-1.059, -0.830, 4.964], [-1.773, -0.915, 6.748], [0.550, -1.863, 4.961], [1.843, -1.086, 4.482], [2.219, -1.381, 2.958], [3.637, -2.097, 2.828], [4.399, -1.721, 1.504], [4.023, -2.630, 0.257], [3.571, -1.741, -1.000], [2.337, -2.382, -1.750], [1.229, -1.399, -2.112], [2.010, -0.221, -3.313], [2.800, 1.075, -2.488], [0.820, 0.555, -4.186], [0.646, -0.750, -0.914], [0.274, -1.762, 0.006], [-0.637, 0.118, -1.208], [-1.380, -0.279, -2.355], [-1.299, -1.673, -2.620], [0.154, -2.263, -2.758], [0.608, -2.723, -4.648], [-2.339, -1.728, 3.860], [-3.643, -2.189, 4.352], [-4.521, -2.904, 3.426], [-4.089, -3.141, 2.061], [-2.822, -2.660, 1.539], [-1.948, -1.951, 2.456], [0.147, 1.259, 4.039], [-1.636, 1.393, 3.848], [-0.936, 1.583, 5.495], [-0.972, -0.777, 7.523], [-2.274, -1.919, 6.860], [-2.587, -0.156, 6.895], [0.670, -2.325, 5.974], [0.400, -2.713, 4.236], [1.835, 0.010, 4.692], [2.703, -1.508, 5.077], [2.183, -0.433, 2.345], [1.482, -2.103, 2.499], [4.278, -1.723, 3.678], [3.565, -3.204, 2.963], [4.251, -0.625, 1.334], [5.500, -1.853, 1.701], [4.942, -3.206, -0.024], [3.230, -3.349, 0.580], [4.442, -1.763, -1.709], [3.413, -0.718, -0.594], [2.743, -2.877, -2.673], [1.959, -3.215, -1.107], [2.275, 1.439, -1.690], [3.761, 0.835, -2.245], [0.786, 0.213, -5.097], [1.356, -0.090, -0.357], [-0.254, 1.159, -1.430], [-1.231, 0.201, -0.263], [-1.894, -1.861, -3.553], [-1.822, -2.227, -1.796], [0.133, -3.260, -2.247], [-3.948, -2.008, 5.403], [-5.496, -3.275, 3.811], [-4.784, -3.711, 1.399], [-2.508, -2.847, 0.487], [-0.962, -1.560, 2.125], [-0.803, 3.779, -3.825], [-1.511, 4.684, -2.799], [-3.038, 4.724, -2.871], [-3.485, 5.189, -4.052], [-3.525, 5.556, -1.919], [-0.993, 5.928, -2.877], [-1.173, 4.210, -1.559], [-0.283, 4.407, -4.992], [-1.151, 4.612, -6.069], [-1.369, 6.097, -6.370], [-1.874, 6.748, -5.303], [-2.254, 6.247, -7.382], [-2.304, 3.947, -5.862], [-0.568, 4.026, -7.139], [0.083, 3.391, -3.319], [-1.392, 2.892, -4.069], [-3.467, 3.732, -2.700], [-0.430, 6.579, -6.652]]}